A.
ORCA calculation (wB97M-V/def2-TZVPD) on a single C6H7NO2 molecule.

Each line ends with the Löwdin charge.
CARTESIAN COORDINATES (ANGSTROEM)
1 C 1.55958 1.57455 0.41452  -0.05
2 C 1.13602 0.15906 0.07131  -0.27
3 C -0.25866 -0.13606 0.00521  -0.32
4 C -1.17319 0.50877 -0.64755  -0.12
5 C -2.46017 0.02564 -0.43696  -0.01
6 C -2.12560 -1.08308 0.46167  -0.07
7 H 2.86502 1.30152 0.51295  0.16
8 H 1.57977 2.30988 -0.37576  0.05
9 H 1.10047 1.64378 1.51287  0.13
10 H 2.27369 -2.60803 -0.60638  0.09
11 H -1.07901 1.34578 -1.50948  0.18
12 H -3.64147 0.47887 -0.57324  0.18
13 H -2.58961 -1.49657 1.02035  -0.02
14 N 2.10307 -0.84378 -0.15966  0.02
15 O 1.55734 -2.04201 -0.37699  -0.04
16 O -0.84725 -1.13835 0.68715  0.10

The net charge is 0. The HOMO-LUMO gap is 9.08 eV. The LUMO energy is 0.9 eV. The calculation puts the HOMO energy at -8.18 eV. The SMILES is C/C(=N/O)c1ccco1.

---

B.
ORCA calculation (wB97M-V/def2-TZVPD) on a single C6H7NO2 molecule.

Each line ends with the Löwdin charge.
CARTESIAN COORDINATES (ANGSTROEM)
1 C 3.00419 -0.12604 0.09382  -0.04
2 C 1.66064 0.44595 -0.14851  -0.50
3 C -0.69866 -0.16301 0.17285  -0.25
4 C -1.79741 -0.93668 -0.35427  0.03
5 C -2.95900 -0.11442 -0.26625  -0.04
6 C -2.53892 1.12840 0.15458  -0.10
7 H 3.22117 -0.44425 1.19782  0.11
8 H 3.75649 0.84033 -0.30851  0.17
9 H 3.23716 -1.05071 -0.47518  0.07
10 H 0.98949 -1.46752 0.33430  0.16
11 H -1.81551 -1.79875 -0.57388  -0.01
12 H -3.79544 -0.43556 -0.59946  0.03
13 H -3.00162 1.98259 0.54829  0.10
14 N 0.61795 -0.48752 0.36062  0.11
15 O 1.33004 1.51848 -0.57197  0.11
16 O -1.21057 1.10868 0.43576  0.03

The net charge is 0. The HOMO-LUMO gap is 8.39 eV. The LUMO energy is 0.6 eV. The calculation puts the HOMO energy at -7.75 eV. The SMILES is CC(=O)Nc1ccco1.

---

Most stable of them? B.

---

A.
ORCA calculation (wB97M-V/def2-TZVPD) on a single C2H5N3 molecule.

Each line ends with the Löwdin charge.
CARTESIAN COORDINATES (ANGSTROEM)
1 C -0.21445 1.03461 1.70638  -0.05
2 C 0.16831 -0.85288 -0.40829  -0.40
3 H 0.89201 0.47406 1.90284  0.14
4 H -1.17216 1.28530 2.36207  0.08
5 H 0.23921 0.58882 -1.27507  0.03
6 H 0.14735 -1.53536 0.45000  0.10
7 H 1.00267 -1.24100 -2.30522  0.11
8 N -0.95871 1.09566 0.44429  0.04
9 N 0.39965 0.52378 -0.33951  -0.07
10 N 0.44017 -1.71405 -1.37951  0.02

The net charge is 0. The HOMO-LUMO gap is 9.49 eV. The LUMO energy is -0.3 eV. The calculation puts the HOMO energy at -9.78 eV. The SMILES is [H]/N=C\NN=C.

---

B.
ORCA calculation (wB97M-V/def2-TZVPD) on a molecular structure, C2H5N3.

Each line ends with the Löwdin charge.
CARTESIAN COORDINATES (ANGSTROEM)
1 N -0.82262 -0.83725 -0.69875  0.00
2 C 0.16590 0.14005 0.63101  -0.22
3 C 1.46087 0.35635 0.43435  -0.07
4 N -1.82533 0.89168 -0.59419  0.05
5 N -1.10824 1.37399 0.15687  -0.02
6 H -0.27773 -0.83380 -1.56278  0.04
7 H -1.37270 -1.70117 -0.64079  0.04
8 H -0.25148 -0.23688 1.55302  0.08
9 H 2.16764 0.11142 1.21601  0.05
10 H 1.86369 0.73562 -0.49475  0.04

The net charge is 0. The HOMO-LUMO gap is 8.58 eV. The LUMO energy is -0.1 eV. The calculation puts the HOMO energy at -8.66 eV.

---

C.
ORCA calculation (wB97M-V/def2-TZVPD) on 2 unconnected molecules or ions with the total composition C2H5N3.

Each line ends with the Löwdin charge.
CARTESIAN COORDINATES (ANGSTROEM)
1 C -2.16281 -0.03878 -0.14247  -0.37
2 C 0.93723 -1.01259 -0.13789  -0.08
3 N -3.14791 -0.37737 0.32505  -0.15
4 N 0.44902 1.40808 0.11414  0.08
5 N 0.38311 0.24883 -0.53821  -0.04
6 H 0.33328 -1.69726 -0.62840  0.06
7 H 1.76164 -1.03701 -0.78554  0.08
8 H 1.05963 -1.06695 1.01391  0.13
9 H -0.07360 2.13841 -0.38197  0.13
10 H 0.46041 1.43466 1.16140  0.15

The net charge is 0. The HOMO-LUMO gap (alpha / beta) is 7.04 / 7.01 eV. The LUMO energy (alpha / beta) is -1.9 / -2.0 eV. The calculation puts the HOMO energy (alpha / beta) at -8.98 / -8.96 eV.

---

Most stable of them? B.